{
  "formula": "C4H5N3O",
  "method": "ωB97M-V with the def2-TZVPD basis set",
  "elements": ["C", "C", "C", "C", "N", "N", "N", "O", "H", "H", "H", "H", "H"],
  "xyz": [[-0.2455, -3.2548, -0.6655], [-1.5306, -3.6996, -1.0938], [-0.2432, -1.6196, -0.2871], [0.9355, 0.3634, -0.7553], [0.8192, -3.6653, -0.3587], [-2.5849, -3.9936, -1.4190], [-0.3308, -1.3501, 1.0289], [0.4225, -0.9177, -1.1238], [0.0952, 0.8380, -0.3506], [1.1890, 0.7285, -1.6786], [1.9316, 0.2214, -0.2485], [-1.1186, -1.5747, 1.5839], [0.2359, -0.5520, 1.3302]],
  "de_lowest_kcal_mol": 119.5,
  "lumo_energy_ev": 0.24,
  "homo_lumo_gap_ev": 8.18
}

{
  "formula": "C4H5N3O",
  "method": "ωB97M-V with the def2-TZVPD basis set",
  "elements": ["C", "C", "C", "C", "H", "H", "H", "H", "H", "N", "N", "N", "O"],
  "xyz": [[-0.3143, 1.0501, -0.0793], [1.0152, 1.1679, 0.0423], [1.8002, -0.0635, -0.1679], [1.0567, -1.2846, -0.0689], [-2.8020, -0.3275, -0.5734], [-2.3447, -0.7806, 0.8547], [-1.0609, 1.8719, -0.2880], [1.7331, 2.0730, 0.3290], [1.5467, -2.2822, -0.1009], [-2.3080, 0.0200, 0.1659], [-0.9265, -0.1656, -0.2708], [-0.2966, -1.2085, 0.0588], [2.9012, -0.0704, 0.0987]],
  "de_lowest_kcal_mol": 113.7,
  "lumo_energy_ev": 0.35,
  "homo_lumo_gap_ev": 9.30,
  "smiles": "Nn1ccc(=O)cn1"
}

{
  "formula": "C4H5N3O",
  "method": "ωB97M-V with the def2-TZVPD basis set",
  "elements": ["C", "C", "C", "C", "H", "H", "H", "H", "H", "N", "N", "N", "O"],
  "xyz": [[1.4796, -1.1486, -0.0176], [-1.3442, 0.9958, -0.2887], [-2.4985, 0.3595, -0.0075], [-3.2733, -0.5307, 0.4049], [1.5060, 1.4593, -0.2205], [3.2220, 1.3843, 0.5684], [1.6628, -2.1774, -0.0899], [-0.9767, 2.2706, -0.2348], [-4.2637, -0.8884, 0.9572], [2.2453, 0.9929, 0.3455], [2.4290, -0.3536, 0.1607], [-0.1092, 0.4320, -0.3297], [0.0889, -0.9503, -0.3452]],
  "de_lowest_kcal_mol": 193.8,
  "lumo_energy_ev": -0.14,
  "homo_lumo_gap_ev": 8.16,
  "smiles": "C#C/C=N\\O/C=N\\N"
}

{
  "formula": "C4H5N3O",
  "method": "ωB97M-V with the def2-TZVPD basis set",
  "elements": ["C", "C", "C", "C", "H", "H", "H", "H", "H", "N", "N", "N", "O"],
  "xyz": [[0.5052, 0.1254, -1.6435], [0.6972, -0.3256, 0.4048], [-0.4443, -0.6371, 1.4038], [-0.4033, 0.3816, -0.4919], [2.0759, -1.3294, -0.8162], [1.5283, 0.2574, 0.8575], [-0.8122, -1.5169, 2.2097], [-1.5049, 2.1719, 0.5087], [-1.3741, -0.2911, -0.7286], [1.1150, -0.8003, -0.7950], [-1.1371, 0.4596, 1.4998], [-0.8333, 1.2930, 0.4714], [0.5878, 0.2116, -2.8807]],
  "de_lowest_kcal_mol": 151.8,
  "lumo_energy_ev": 0.65,
  "homo_lumo_gap_ev": 9.40
}

{
  "formula": "C4H5N3O",
  "method": "ωB97M-V with the def2-TZVPD basis set",
  "elements": ["C", "C", "C", "C", "H", "H", "H", "H", "H", "N", "N", "N", "O"],
  "xyz": [[-1.7411, -1.4390, 0.0406], [-0.9834, -0.3337, -0.0018], [-0.2894, 1.8190, 0.0915], [1.5819, -0.9025, -0.1693], [-1.3335, -2.5640, 0.1589], [-2.8203, -1.1582, 0.1471], [-0.4448, 2.8279, 0.2656], [1.7768, 1.7036, 0.2724], [1.3470, -1.9374, -0.3873], [-1.3708, 1.0528, -0.1771], [0.9829, 1.3896, -0.1679], [0.6118, -0.0504, -0.1980], [2.6831, -0.4077, 0.1253]],
  "de_lowest_kcal_mol": 111.0,
  "lumo_energy_ev": 0.41,
  "homo_lumo_gap_ev": 9.19,
  "smiles": "C=C1N=CNN1C=O"
}

{
  "formula": "C4H5N3O",
  "method": "ωB97M-V with the def2-TZVPD basis set",
  "elements": ["C", "C", "C", "C", "H", "H", "H", "H", "H", "N", "N", "N", "O"],
  "xyz": [[-2.5717, 1.5885, 0.3076], [-1.6498, 0.7734, 0.4474], [0.2848, 0.1683, -0.1829], [1.8636, -1.2265, -0.6264], [-2.6426, 2.2634, -0.5852], [-3.6249, 1.7916, 0.9153], [-1.3704, 0.1115, 1.1745], [2.6977, -1.6832, -1.0992], [1.6875, -2.1519, 1.3157], [1.2881, -0.1383, -1.0891], [1.3325, -1.5328, 0.5520], [0.3270, -0.4609, 0.9895], [-0.6178, 0.8464, -0.5702]],
  "de_lowest_kcal_mol": 106.2,
  "lumo_energy_ev": 1.01,
  "homo_lumo_gap_ev": 10.18,
  "smiles": "C=COc1nc[nH]n1"
}

{
  "formula": "C4H5N3O",
  "method": "ωB97M-V with the def2-TZVPD basis set",
  "elements": ["C", "C", "C", "C", "H", "H", "H", "H", "H", "N", "N", "N", "O"],
  "xyz": [[0.0900, 0.9914, -0.1174], [1.9188, -0.2064, 0.1359], [-0.2884, -0.3761, -0.4138], [-1.5424, -0.5244, 0.6016], [-1.6561, 1.8717, -0.7452], [2.8457, -0.4345, 0.6678], [1.3408, -2.0876, -0.3610], [-0.5758, -0.4750, -1.4730], [-1.3687, -0.1933, 2.0576], [-0.7648, 1.9175, -0.2369], [1.4251, 1.0763, 0.3252], [1.2050, -1.0575, -0.3731], [-2.6292, -0.5021, -0.0679]],
  "de_lowest_kcal_mol": 129.9,
  "lumo_energy_ev": -0.13,
  "homo_lumo_gap_ev": 8.73
}

{
  "formula": "C4H5N3O",
  "method": "ωB97M-V with the def2-TZVPD basis set",
  "elements": ["C", "C", "C", "C", "H", "H", "H", "H", "H", "N", "N", "N", "O"],
  "xyz": [[-0.7336, -0.7233, 0.6566], [0.5940, -0.9786, -1.3094], [1.2776, 0.0798, -0.4428], [0.4990, 1.3433, -0.6982], [-1.4462, 0.4128, 2.0665], [0.0319, -0.3654, 2.4428], [1.1681, -1.8639, -1.7208], [-0.7035, -0.9078, -1.4932], [2.2010, 0.0028, -0.1982], [-0.6691, 0.1520, 1.6380], [0.6188, -0.9792, 0.2579], [0.3833, 2.5470, -0.3329], [-1.6755, -0.9555, -0.1594]],
  "de_lowest_kcal_mol": 141.7,
  "lumo_energy_ev": 0.33,
  "homo_lumo_gap_ev": 10.64,
  "smiles": "N#C[C@@H]1CN1C(N)=O"
}

{
  "formula": "C4H5N3O2",
  "method": "ωB97M-V with the def2-TZVPD basis set",
  "elements": ["C", "C", "C", "C", "N", "N", "N", "O", "O", "H", "H", "H", "H", "H"],
  "xyz": [[0.6214, 0.9235, -0.1311], [1.8639, 1.6501, -0.3064], [0.2816, -0.4321, -0.1389], [3.0789, 1.3208, 0.0393], [1.0199, -1.6026, -0.1597], [-1.0750, -0.7956, -0.0256], [2.3740, -1.5281, -0.0978], [4.2231, 1.1464, 0.2235], [2.9523, -2.5730, 0.0535], [-0.1718, 1.5465, -0.1541], [1.6465, 2.7435, -0.6411], [0.5628, -2.5363, -0.0209], [-1.6177, -0.0117, 0.1307], [-1.3348, -1.2791, 0.7651]],
  "de_lowest_kcal_mol": 136.1,
  "lumo_energy_ev": [0.29, 0.29],
  "homo_lumo_gap_ev": [7.90, 7.90],
  "smiles": "N/C(=C/C=C=O)NN=O"
}

{
  "formula": "C4H5N3O2",
  "method": "ωB97M-V with the def2-TZVPD basis set",
  "elements": ["C", "C", "C", "C", "N", "N", "N", "O", "O", "H", "H", "H", "H", "H"],
  "xyz": [[1.6354, -1.1539, -0.5853], [0.3970, -1.8981, -0.4953], [1.3999, -0.1405, 0.2556], [-0.5684, 0.6695, 1.4584], [-0.4803, -1.3564, 0.2430], [0.1298, -0.2749, 0.7904], [-1.6683, 0.8654, 2.0433], [-0.2508, 1.5521, 2.3296], [-1.6602, 1.7358, -1.0945], [2.4749, -1.4651, -1.1317], [0.1805, -2.7885, -1.1439], [2.1695, 0.4584, 0.6938], [-2.3832, 1.3740, -1.6415], [-1.3757, 2.4223, -1.7219]],
  "de_lowest_kcal_mol": 148.4,
  "lumo_energy_ev": 0.56,
  "homo_lumo_gap_ev": 9.63,
  "smiles": "c1cnn(C2=NO2)c1.O"
}

{
  "formula": "C4H5N3O3",
  "method": "ωB97M-V with the def2-TZVPD basis set",
  "elements": ["C", "C", "C", "C", "N", "N", "N", "O", "O", "O", "H", "H", "H", "H", "H"],
  "xyz": [[0.7859, 0.6575, -0.0975], [-2.0115, 0.4291, 0.0752], [3.9960, -0.5702, 0.0057], [0.0228, 1.6420, -0.8033], [0.0888, -0.3274, 0.5855], [-1.2407, -0.5162, 0.5162], [-3.3544, 0.2814, 0.0074], [3.7689, -1.3655, -0.7858], [1.9823, 0.6017, -0.0565], [4.4047, 0.1939, 0.7231], [0.0943, 1.4129, -1.8555], [0.5102, -1.0648, 1.1203], [-1.4448, -1.4810, 0.7782], [-3.9961, 0.7234, -0.6051], [-3.6065, -0.6168, 0.3922]],
  "de_lowest_kcal_mol": 146.3,
  "lumo_energy_ev": [-0.15, -0.15],
  "homo_lumo_gap_ev": [8.46, 8.46]
}

{
  "formula": "C4H5N3O3",
  "method": "ωB97M-V with the def2-TZVPD basis set",
  "elements": ["N", "N", "C", "C", "C", "N", "C", "O", "O", "O", "H", "H", "H", "H", "H"],
  "xyz": [[-1.1476, -0.6381, -0.7319], [0.4510, 1.9335, 0.0176], [0.8079, 0.9970, -0.9231], [0.5740, 1.1441, 1.1599], [0.8632, -0.1501, 0.4018], [-2.3389, -1.2484, -0.8306], [-0.3051, -1.0076, 0.1565], [1.9480, -0.8991, 0.8173], [1.1016, 1.0764, -2.0671], [0.6980, 1.4623, 2.3073], [2.6329, -0.3160, 1.1814], [0.2632, 2.9252, -0.0691], [-2.4678, -2.1328, -0.3492], [-2.7382, -1.1843, -1.7544], [-0.3422, -1.9623, 0.6835]],
  "de_lowest_kcal_mol": 65.9,
  "lumo_energy_ev": 0.72,
  "homo_lumo_gap_ev": 9.55,
  "smiles": "N/N=C/C1(O)C(=O)NC1=O"
}